ORCA calculation (ωB97M-V/def2-TZVPD) on a cluster of 2 separate species, C4H5NO in total in a non-equilibrium geometry.

Computed properties:
LUMO energy, eV: -0.37
E_tot, Eh: -285.23295
HOMO-LUMO gap, eV: 8.016
HOMO level, eV: -8.38
Total charge: 0
Energy above the lowest of the compared OMol25 structures with the same formula, charge and spin, eV: 4.942

Geometry (Å):
C -0.4546 0.1333 -1.7806
C -0.3274 0.0317 -0.2785
C 1.0885 -0.5057 2.0963
O 1.8966 -1.0921 2.7048
C 0.0843 0.5109 2.1830
N -0.7046 1.0532 1.4212
H 0.4409 -0.3646 -2.1958
H -0.4514 1.1466 -2.1848
H -1.3176 -0.3903 -2.1847
H -0.9348 -0.7342 0.1861
H 0.6801 0.2111 0.0329



ORCA calculation (ωB97M-V/def2-TZVPD) on a cluster of 2 separate species, C4H5NO in total in a non-equilibrium geometry.

Computed properties:
LUMO energy, eV: 0.82
E_tot, Eh: -285.33277
HOMO-LUMO gap, eV: 10.591
HOMO level, eV: -9.77
Total charge: 0
Energy above the lowest of the compared OMol25 structures with the same formula, charge and spin, eV: 2.226

Geometry (Å):
N -2.5883 0.4636 -1.0269
C -1.6195 1.1227 -1.3895
O -0.6817 1.7291 -1.7126
H -3.4704 0.6519 -1.4646
C -0.4391 -0.3609 0.4092
C 0.7131 -0.3463 0.7419
C 2.0492 -0.4859 1.2876
H -1.4815 -0.4727 0.2094
H 2.7434 0.2628 0.9019
H 2.4264 -1.4841 1.0460
H 1.9866 -0.3890 2.3759



ORCA calculation (ωB97M-V/def2-TZVPD) on the molecule C4H5NO in a non-equilibrium geometry.

Computed properties:
LUMO energy, eV: 0.60
E_tot, Eh: -285.30607
HOMO-LUMO gap, eV: 9.150
HOMO level, eV: -8.55
Total charge: 0
Energy above the lowest of the compared OMol25 structures with the same formula, charge and spin, eV: 2.953

Geometry (Å):
H 2.6379 1.1966 0.8403
N 1.8851 0.5713 0.5635
C 0.8148 1.2252 0.3493
C -0.3820 0.5234 -0.1304
O -1.4127 1.3204 -0.5627
C -0.3094 -0.7780 -0.2705
C -0.4301 -2.0644 -0.1628
H 0.7085 2.3124 0.3901
H -2.2081 0.7731 -0.6270
H 0.1137 -2.7957 -0.7515
H -1.3317 -2.2935 0.3798



ORCA calculation (ωB97M-V/def2-TZVPD) on a cluster of 4 separate species, C4H5NO in total in a non-equilibrium geometry.

Computed properties:
LUMO energy, eV: -1.25
E_tot, Eh: -284.95116
HOMO-LUMO gap, eV: 7.651
HOMO level, eV: -8.90
Total charge: 0
Energy above the lowest of the compared OMol25 structures with the same formula, charge and spin, eV: 12.610

Geometry (Å):
C -1.4392 -0.5003 -2.1745
C -0.7257 -0.1945 -0.8976
C -0.1092 0.0601 0.1335
C 0.6775 0.4542 1.2735
H -0.3784 -1.7541 -2.9015
H -1.3868 1.0695 -2.9654
H -3.0285 -1.0170 -1.6269
H 0.4404 1.5152 1.7802
H 1.9467 0.8299 3.0508
N 1.6468 -0.4185 1.6060
O 2.3564 -0.0445 2.7220



ORCA calculation (ωB97M-V/def2-TZVPD) on the molecule C4H5NO in a non-equilibrium geometry.

Computed properties:
LUMO energy, eV: 0.38
E_tot, Eh: -285.34516
HOMO-LUMO gap, eV: 10.983
HOMO level, eV: -10.60
Total charge: 0
Energy above the lowest of the compared OMol25 structures with the same formula, charge and spin, eV: 1.889

Geometry (Å):
C -1.0220 -0.7941 0.4707
C 0.1376 0.4333 0.1950
C 0.0455 1.8681 -0.3152
N 0.1261 2.9745 -0.6714
C 1.1311 -0.3564 -0.6363
O 1.0581 -1.5577 -0.5981
H -1.6979 -0.4058 1.2182
H -1.5323 -1.1011 -0.4524
H -0.6312 -1.7664 0.8747
H 0.5121 0.5854 1.2122
H 1.8729 0.1204 -1.2974



ORCA calculation (ωB97M-V/def2-TZVPD) on the molecule C4H5NO in a non-equilibrium geometry.

Computed properties:
LUMO energy, eV: 0.83
E_tot, Eh: -285.33399
HOMO-LUMO gap, eV: 11.718
HOMO level, eV: -10.89
Total charge: 0
Energy above the lowest of the compared OMol25 structures with the same formula, charge and spin, eV: 2.193

Geometry (Å):
N -1.5310 1.9565 0.6672
C -0.4831 1.5007 0.4871
C 0.8195 0.8801 0.1252
C 0.2953 -0.5389 0.3486
C -0.5479 -1.1948 -0.6425
O 0.6572 -1.8150 -0.2883
H 1.6710 1.1722 0.7679
H 1.0271 1.2153 -0.8974
H 0.1227 -0.6670 1.4137
H -1.4910 -1.6310 -0.3284
H -0.5309 -0.7605 -1.6429



ORCA calculation (ωB97M-V/def2-TZVPD) on the molecule C4H5NO in a non-equilibrium geometry.

Computed properties:
LUMO energy, eV: 1.07
E_tot, Eh: -285.33216
HOMO-LUMO gap, eV: 10.871
HOMO level, eV: -9.80
Total charge: 0
Energy above the lowest of the compared OMol25 structures with the same formula, charge and spin, eV: 2.243

Geometry (Å):
C -1.6651 0.0579 0.6749
C -0.2963 -0.2115 -0.0107
C 0.8198 0.7569 -0.3040
C 1.8308 -0.1475 -0.7133
O 1.3395 -1.4116 -0.7745
N 0.0691 -1.3998 -0.3995
H -2.4556 0.1827 -0.0365
H -1.8184 -0.7961 1.1708
H -1.6454 0.9299 1.3356
H 1.0026 1.8478 -0.0303
H 2.8190 0.1911 -0.9126



ORCA calculation (ωB97M-V/def2-TZVPD) on the molecule C4H5NO in a non-equilibrium geometry.

Computed properties:
LUMO energy, eV: 0.89
E_tot, Eh: -285.33639
HOMO-LUMO gap, eV: 11.869
HOMO level, eV: -10.98
Total charge: 0
Energy above the lowest of the compared OMol25 structures with the same formula, charge and spin, eV: 2.128

Geometry (Å):
C -0.0196 1.2061 0.4616
C 0.7128 -0.0804 0.1808
O 0.2746 -1.1304 1.0288
C 0.1128 -1.3205 -0.3617
C -1.1370 -0.9171 -0.9768
N -1.9484 -0.2111 -1.4040
H 0.5336 1.4612 1.3665
H 0.0952 1.9995 -0.2866
H -1.0795 1.0936 0.7177
H 1.7802 0.0653 0.0384
H 0.6752 -2.1661 -0.7647



> Which of these has the lowest HOMO-LUMO gap?

number 4